(1)
Here is C2H3IN2 as an isolated structure from the OMol25 dataset. Energies are from ωB97M-V with the def2-TZVPD basis set.

Values from the calculation:
**Charge**: 0
**Orbital gap (alpha / beta)**: 7.76 / 7.77 eV
**E_HOMO (alpha / beta)**: -8.12 / -8.12 eV
**Spin multiplicity**: 1
**Relative energy (zero: lowest compared OMol25 entry of this formula, charge and spin)**: 412.6 kJ/mol
**LUMO (alpha / beta)**: -0.36 / -0.36 eV
**DFT total energy**: -13197.5399 eV

Cartesian coordinates (Å):
C 1.244 0.990 0.151
C -1.546 -1.247 0.206
N 0.841 -0.202 0.059
N 0.268 -1.162 -0.188
I -2.459 0.603 -0.029
H 1.552 1.161 1.110
H 1.769 1.553 -0.554
H -1.669 -1.695 -0.755


(2)
Here is C2H3IN2O as an isolated structure from the OMol25 dataset. Energies are from ωB97M-V with the def2-TZVPD basis set.

Values from the calculation:
**Charge**: 0
**Orbital gap (alpha / beta)**: 7.68 / 7.53 eV
**E_HOMO (alpha / beta)**: -9.60 / -9.58 eV
**Spin multiplicity**: 1
**Relative energy (zero: lowest compared OMol25 entry of this formula, charge and spin)**: 444.4 kJ/mol
**LUMO (alpha / beta)**: -1.92 / -2.05 eV
**DFT total energy**: -15246.0300 eV

Cartesian coordinates (Å):
C 0.055 0.078 -0.082
C 0.660 0.995 0.896
N -0.354 0.010 -1.311
N -0.245 -1.339 -1.278
O 0.089 -1.234 0.113
I -2.412 -2.512 -1.748
H 1.718 1.388 0.776
H 0.172 1.974 0.763
H 0.317 0.640 1.872


(3)
Here is a 3-piece molecular cluster, C2H3IN2O overall from the OMol25 dataset. Energies are from ωB97M-V with the def2-TZVPD basis set.

Values from the calculation:
**Charge**: 0
**Orbital gap**: 10.90 eV
**E_HOMO**: -10.20 eV
**Spin multiplicity**: 1
**SMILES**: N#[N+][O-].C#C.I
**Relative energy (zero: lowest compared OMol25 entry of this formula, charge and spin)**: 392.9 kJ/mol
**LUMO**: 0.70 eV
**DFT total energy**: -15246.5632 eV

Cartesian coordinates (Å):
N 0.651 0.306 0.675
N -0.395 0.104 0.979
O -1.480 -0.114 1.287
C -0.781 0.762 -2.388
C -0.052 1.372 -1.662
H -1.443 0.211 -2.995
H 0.613 1.950 -1.090
I 0.947 -2.661 3.082
H 1.940 -1.931 2.112


(4)
Here is an isolated molecule of C2H3IN2OS from the OMol25 dataset. Energies are from ωB97M-V with the def2-TZVPD basis set.

Values from the calculation:
**Charge**: 0
**Orbital gap (alpha / beta)**: 6.36 / 5.76 eV
**E_HOMO (alpha / beta)**: -7.48 / -8.77 eV
**Spin multiplicity**: 3
**Relative energy (zero: lowest compared OMol25 entry of this formula, charge and spin)**: 134.2 kJ/mol
**LUMO (alpha / beta)**: -1.12 / -3.00 eV
**<S²>**: 2.011
**DFT total energy**: -26081.6990 eV

Cartesian coordinates (Å):
C 0.398 0.178 0.295
C 0.425 -1.257 1.091
N -0.553 0.499 -0.418
N 0.003 -2.096 0.219
O 0.649 -1.472 2.238
S -0.434 -4.009 1.176
I 1.777 -4.743 1.020
H 1.293 0.736 0.638
H -0.656 1.351 -0.971
H -0.344 -1.925 -0.776


(5)
Here is an isolated molecule of C2H3IN4 from the OMol25 dataset. Energies are from ωB97M-V with the def2-TZVPD basis set.

Values from the calculation:
**Charge**: 0
**Orbital gap**: 9.89 eV
**E_HOMO**: -10.11 eV
**Spin multiplicity**: 1
**SMILES**: ICn1cnnn1
**Relative energy (zero: lowest compared OMol25 entry of this formula, charge and spin)**: 58.5 kJ/mol
**LUMO**: -0.22 eV
**DFT total energy**: -16180.9168 eV

Cartesian coordinates (Å):
I 2.553 0.559 -0.015
C 0.590 0.065 0.726
N -0.540 0.760 0.193
C -1.155 1.202 -1.126
N -2.213 1.830 -0.738
N -2.326 1.867 0.561
N -1.332 1.266 1.135
H 0.594 -0.977 0.349
H 0.672 0.200 1.876
H -0.876 1.094 -2.062


(6)
Here is a 2-piece molecular cluster, C2H3INO2 overall from the OMol25 dataset. Energies are from ωB97M-V with the def2-TZVPD basis set.

Values from the calculation:
**Charge**: +1
**Orbital gap**: 8.43 eV
**E_HOMO**: -14.84 eV
**Spin multiplicity**: 1
**Relative energy (zero: lowest compared OMol25 entry of this formula, charge and spin)**: 108.5 kJ/mol
**LUMO**: -6.41 eV
**DFT total energy**: -15796.9448 eV

Cartesian coordinates (Å):
C -0.599 -0.732 0.172
C -0.984 0.702 -0.108
N 1.474 -0.729 -0.081
O -0.848 -1.852 0.330
O 2.138 -1.691 -0.103
I 2.372 1.115 0.119
H -0.948 0.982 -1.161
H -0.505 1.375 0.567
H -2.099 0.830 0.263